1.
C36H45EuN9O2 as an isolated structure in a non-equilibrium geometry, computed with ωB97M-V/def2-TZVPD.

```
93
Properties=species:S:1:pos:R:3:forces:R:3
Eu 0.39992 -0.45331 0.46377 -0.022 0.683 0.327
C -3.18459 -1.71977 1.68548 -0.028 -0.007 -0.089
N -3.08197 -2.14159 0.29401 -0.212 0.043 -0.100
C -3.58048 -3.47352 0.01103 0.033 -0.004 0.053
C -2.91067 -1.21197 -0.70991 -0.020 -0.174 0.180
N -1.96996 -0.32555 -0.59054 -0.127 0.331 -0.295
C -2.08376 0.94658 -1.20257 -0.051 -0.043 -0.057
C -3.30804 1.62378 -1.21439 0.002 0.015 0.054
C -3.43293 2.91209 -1.70691 0.013 0.002 0.021
C -2.30903 3.57323 -2.18411 -0.004 -0.006 0.016
C -1.08492 2.92632 -2.17062 -0.006 0.022 0.053
C -0.94348 1.61616 -1.70559 -0.058 -0.034 -0.082
N 0.32709 0.99848 -1.67246 -0.309 0.232 -0.423
C 1.08795 1.00935 -2.72791 0.085 0.038 -0.134
N 2.43506 0.77766 -2.62665 0.093 -0.083 0.007
C 3.01052 -0.26867 -3.48223 0.023 0.085 0.045
C 3.06821 0.88479 -1.32612 -0.013 0.029 -0.082
N 0.67878 1.24799 -4.02417 -0.005 0.068 0.077
C -0.62626 0.88376 -4.51388 0.024 -0.009 -0.023
C 1.49029 1.99645 -4.96097 -0.034 -0.002 0.034
N -3.73488 -1.36676 -1.79347 -0.125 -0.066 -0.003
C -5.15460 -1.62163 -1.63010 0.068 0.048 -0.013
C -3.29672 -1.05493 -3.13206 0.040 0.004 0.001
H -4.21740 -1.84498 2.03379 0.020 -0.025 -0.002
H -2.88471 -0.68159 1.78220 -0.026 -0.073 -0.011
H -2.52558 -2.30501 2.32912 0.000 0.002 0.025
H -3.07576 -4.18258 0.67198 0.013 -0.013 -0.009
H -3.36364 -3.74817 -1.01921 -0.001 0.008 0.006
H -4.65712 -3.57643 0.18942 0.015 0.019 0.007
H -4.17467 1.12619 -0.79173 0.025 0.014 -0.013
H -4.39663 3.40659 -1.68737 0.031 -0.022 -0.006
H -2.38057 4.59092 -2.54803 -0.001 -0.029 0.004
H -0.19630 3.43774 -2.52481 -0.013 -0.014 0.000
H 2.79151 -0.09198 -4.53263 -0.027 -0.002 0.032
H 2.63823 -1.25475 -3.19386 -0.006 -0.016 0.045
H 4.09300 -0.24373 -3.35847 -0.001 0.007 -0.014
H 2.60144 1.68317 -0.75580 0.008 -0.029 -0.034
H 4.12305 1.12661 -1.47342 0.004 -0.009 -0.006
H 3.00451 -0.04836 -0.76423 -0.011 -0.054 0.030
H -1.05649 0.15139 -3.84804 -0.087 -0.071 0.058
H -0.51844 0.43087 -5.50423 -0.011 0.002 0.027
H -1.30818 1.73823 -4.58708 0.019 -0.001 -0.001
H 2.38503 2.36582 -4.46883 0.013 -0.007 0.002
H 0.91498 2.84804 -5.34058 0.011 -0.004 0.014
H 1.78483 1.38314 -5.81860 -0.003 0.006 -0.010
H -5.43360 -1.54822 -0.58099 0.011 -0.022 -0.008
H -5.44283 -2.60656 -2.00820 -0.007 0.002 -0.010
H -5.71814 -0.86417 -2.18137 -0.015 0.019 0.011
H -2.22651 -1.23103 -3.19174 0.043 0.007 -0.035
H -3.51719 -0.02294 -3.42625 0.012 -0.012 0.005
H -3.79118 -1.73704 -3.82778 0.008 0.028 0.010
C 1.63716 3.93702 2.22849 -0.034 0.031 0.001
C 1.13715 2.85300 1.49609 -0.074 0.005 -0.025
N 1.68067 1.65582 1.50959 0.101 0.067 0.066
C 2.77451 1.45545 2.27114 0.023 -0.044 0.046
C 3.36282 2.48081 3.02551 0.044 0.006 0.034
C 2.75801 3.74794 2.99048 0.030 0.008 0.046
C 4.54603 2.21874 3.79765 -0.032 0.067 -0.006
C 5.10667 0.99559 3.80712 0.019 -0.077 -0.017
C 4.52577 -0.08465 3.05805 0.032 0.031 0.054
C 5.07840 -1.37544 3.05552 0.041 0.013 0.027
C 4.47490 -2.36632 2.32871 0.007 -0.031 0.004
C 3.30948 -2.05653 1.61630 -0.029 -0.033 -0.023
N 2.76148 -0.86016 1.60785 0.255 0.067 0.164
C 3.36167 0.12816 2.30579 -0.066 0.026 0.003
H 1.13767 4.89510 2.18632 -0.001 -0.016 -0.015
H 0.25200 2.97034 0.87776 0.009 0.020 -0.005
H 3.18373 4.55727 3.57241 -0.006 -0.011 -0.015
H 4.97799 3.03134 4.37047 -0.016 -0.019 -0.019
H 6.00248 0.79918 4.38427 -0.017 -0.001 -0.005
H 5.97840 -1.56910 3.62808 -0.019 -0.002 -0.012
H 4.87662 -3.36977 2.29832 -0.008 0.007 -0.008
H 2.80609 -2.80953 1.01981 0.008 0.012 -0.003
N -0.00836 -3.13722 0.91066 -0.016 -0.250 -0.110
C 0.51649 -3.93054 -0.21658 -0.021 -0.002 0.062
C 1.08109 -3.06529 -1.36186 0.022 -0.024 -0.134
O 1.28760 -3.61178 -2.44486 -0.041 0.074 0.166
O 1.30138 -1.84890 -1.05107 0.677 -1.040 -1.062
H 0.20949 -3.57163 1.79804 0.003 0.040 0.041
H -1.02027 -3.08739 0.86013 0.014 0.091 -0.019
H -0.22432 -4.61047 -0.64020 -0.012 -0.029 -0.003
H 1.34408 -4.55403 0.12878 -0.004 -0.030 0.017
C -1.94544 0.64582 5.18934 0.004 0.016 -0.042
C -1.02585 -0.39378 5.13360 0.008 -0.001 -0.021
C -0.40143 -0.70417 3.92465 -0.026 0.007 0.057
C -0.63761 -0.02678 2.71409 -0.329 0.078 1.013
C -1.56197 1.02931 2.84050 0.013 0.053 0.098
C -2.21041 1.36464 4.02778 0.012 0.021 -0.014
H -2.44376 0.89576 6.11956 0.013 -0.007 -0.024
H -0.79864 -0.96189 6.03228 -0.009 0.019 -0.037
H 0.30991 -1.53419 3.93833 -0.004 -0.001 0.018
H -1.82368 1.62446 1.95748 0.008 -0.004 0.014
H -2.92516 2.18365 4.05074 0.030 -0.023 0.004
```
Positions in Å, forces in eV/Å.

Calculated values
- LUMO (alpha / beta) (eV) = -0.001 / 0.007
- ΔE to the lowest compared entry with this formula, charge and spin (kcal/mol) = 0.00
- expectation value of S² = 15.760
- multiplicity = 8
- gap between HOMO and LUMO (alpha / beta) (Ha) = 0.175 / 0.235

Löwdin population analysis, charges in e, atoms 1 to 4: 1.49, -0.04, -0.17, -0.07



2.
One molecule with the formula C3H3ClIN in a non-equilibrium geometry, computed with ωB97M-V/def2-TZVPD.

```
9
Properties=species:S:1:pos:R:3:forces:R:3
C -0.17942 2.23672 -0.03681 -0.707 -1.753 0.612
C 0.32419 -0.18063 -0.45528 0.332 -0.202 -0.996
C -0.51410 0.87042 0.24579 1.805 -1.881 3.173
N 0.14823 3.31608 -0.04902 0.668 2.522 -0.433
Cl -2.24371 0.49719 0.12970 0.078 0.173 -0.102
I 2.46033 0.15774 0.05506 -0.942 -0.425 0.062
H -0.12990 -1.12717 0.00142 1.386 0.813 -1.435
H 0.44456 -0.02657 -1.57587 -0.899 -0.846 1.441
H -0.09568 0.56755 1.37176 -1.721 1.597 -2.323
```
Positions in Å, forces in eV/Å.

Calculated values
- LUMO (eV) = -0.291
- ΔE to the lowest compared entry with this formula, charge and spin (kcal/mol) = 17.46
- SMILES string = N#C[C@@H](Cl)CI
- gap between HOMO and LUMO (Ha) = 0.360

Löwdin population analysis, charges in e, atoms 1 to 4: -0.34, -0.63, -0.88, 0.19



3.
A 4-piece molecular cluster, C27H60BrN3 overall in a non-equilibrium geometry, computed with ωB97M-V/def2-TZVPD.

```
91
Properties=species:S:1:pos:R:3:forces:R:3
Br -0.47163 -0.33772 0.41839 0.009 0.115 -0.153
C 0.81501 -3.41699 -1.81441 0.333 -1.302 -1.481
C 0.45981 -4.31661 -0.68484 0.123 -0.546 2.592
C 1.25260 -3.77871 0.54297 -0.812 0.440 -1.134
N 1.19420 -4.48232 1.84392 -0.383 -0.788 0.786
C 1.49252 -5.97890 1.81701 -1.181 -0.775 0.699
C 2.93160 -6.30262 1.46612 1.414 0.733 -1.729
C 3.94565 -5.65907 2.45246 -1.230 -0.234 -0.524
C 3.70890 -4.19559 2.43436 -1.778 1.766 -0.062
C 2.21074 -3.83023 2.74166 0.537 -0.602 2.184
C -0.19523 -4.23805 2.37192 1.004 0.438 0.464
H 0.12042 -3.62703 -2.65645 0.256 0.696 0.498
H 1.78578 -3.79856 -2.19981 -0.244 0.928 0.205
H 0.82835 -2.39175 -1.44191 -0.004 0.104 -0.630
H 0.74383 -5.34644 -0.78345 0.355 -0.610 -0.767
H -0.60888 -4.38683 -0.48906 -0.171 0.513 0.186
H 0.94920 -2.71637 0.66171 0.116 -0.594 0.473
H 2.28645 -3.77547 0.36224 1.296 0.098 -1.128
H 0.72915 -6.40387 1.12647 0.800 0.114 0.309
H 1.23082 -6.42240 2.84432 0.340 0.999 -1.245
H 3.16132 -5.89307 0.41750 -0.350 -0.821 1.227
H 3.11823 -7.38435 1.46750 -0.456 0.242 -0.206
H 4.99399 -5.86004 2.27016 -0.031 -0.517 -0.152
H 3.59965 -6.06723 3.37839 0.518 -0.234 1.163
H 3.83134 -3.78483 1.45026 0.574 -0.076 -0.845
H 4.36404 -3.53851 3.01647 -0.230 -0.476 0.463
H 2.03684 -2.78666 2.59523 0.047 0.848 0.144
H 1.94574 -4.07879 3.83942 0.339 0.174 -1.781
H -0.45314 -3.25498 1.98149 -0.397 0.022 0.358
H -0.06572 -4.21048 3.46064 -0.761 -0.263 -0.295
H -0.86837 -4.98974 1.98090 -0.088 -0.147 0.214
C -5.02620 2.94654 -0.62030 0.244 0.101 0.066
C -4.62607 1.88549 -1.66229 0.536 0.333 0.909
C -3.18175 2.10039 -2.18242 0.470 1.093 -0.161
N -2.79675 1.14197 -3.30050 0.569 -0.703 -0.196
C -1.28280 1.27057 -3.60318 -0.377 0.504 -0.601
C -0.72881 0.31387 -4.66768 1.589 -0.107 2.295
C -1.00158 -1.15456 -4.25808 1.811 1.428 -0.068
C -2.40397 -1.35268 -3.90464 -1.615 0.417 2.880
C -3.00258 -0.32878 -2.87517 -1.099 0.514 -1.022
C -3.59806 1.45713 -4.51834 2.120 -0.693 -1.570
H -4.23753 3.13660 0.08696 0.544 -0.204 0.427
H -5.91275 2.72304 -0.01252 0.159 -0.275 -0.521
H -5.17906 3.90530 -1.08501 -0.294 0.401 -0.389
H -5.40747 1.91363 -2.42390 0.389 -0.244 -0.242
H -4.61281 0.92658 -1.16816 -0.362 -0.420 0.068
H -2.35521 1.97932 -1.43007 -1.170 -0.140 -0.203
H -3.06472 3.16540 -2.56225 -0.112 -1.290 0.040
H -0.72287 1.07502 -2.69319 -0.356 0.096 0.456
H -1.14578 2.31293 -3.92128 0.035 -0.193 0.212
H 0.37436 0.58064 -4.72122 -1.084 -0.631 0.338
H -1.03299 0.56629 -5.62097 -1.182 0.295 -2.092
H -0.33652 -1.44021 -3.44753 -0.040 0.287 0.404
H -0.70586 -1.80980 -5.03474 0.138 -0.655 -1.076
H -2.55101 -2.28316 -3.35004 0.035 -0.222 -0.320
H -3.05625 -1.36573 -4.72625 -0.790 -0.181 -1.354
H -2.54016 -0.36613 -1.90204 0.170 -0.359 0.450
H -4.12924 -0.46069 -2.80956 1.482 -0.019 0.063
H -4.65002 1.39272 -4.31997 -0.318 0.344 0.063
H -3.31933 0.71901 -5.32109 -0.508 0.517 0.926
H -3.18424 2.39893 -4.92427 -0.895 -0.088 0.411
C 1.70296 0.94948 3.82088 0.316 0.675 1.249
C 0.73526 2.02443 3.40960 -1.012 0.137 0.632
C 1.36846 3.33735 2.99606 0.236 -0.919 -0.410
N 0.54013 4.05213 1.98145 -0.805 0.390 -0.422
C 1.03509 5.43135 1.83998 -0.366 0.712 0.308
C 2.33387 5.51423 1.12716 1.346 3.837 -0.784
C 2.23170 5.03117 -0.31676 2.096 -1.708 0.091
C 1.84883 3.54860 -0.18007 1.842 0.501 1.564
C 0.56461 3.42206 0.56760 -2.357 -1.857 0.791
C -0.85538 4.22700 2.54456 0.028 -1.293 0.173
H 2.14565 0.61140 2.92925 0.783 -0.976 -1.023
H 1.22257 0.14488 4.38483 -0.034 0.075 -0.377
H 2.49863 1.34304 4.47255 -0.180 -0.049 -0.156
H 0.13291 2.30048 4.26037 -0.604 -0.282 0.385
H 0.06121 1.60389 2.64827 0.256 0.192 0.081
H 2.30356 3.12736 2.51362 0.664 0.140 -0.134
H 1.53649 3.99254 3.86938 -0.117 -0.141 -0.556
H 1.07382 5.79197 2.87184 0.027 0.506 -0.345
H 0.25373 5.94329 1.25595 0.360 0.161 0.356
H 3.19842 5.16667 1.72680 -0.512 -0.442 -0.632
H 2.59101 6.64901 1.02960 -0.599 -1.692 0.491
H 3.23678 5.12335 -0.80037 -0.697 -0.186 0.441
H 1.58640 5.55816 -0.99883 -0.710 0.505 0.286
H 2.69430 3.03334 0.35350 -0.748 0.453 -0.091
H 1.84191 2.99268 -1.07004 -0.635 -0.564 -1.482
H 0.24047 2.34359 0.75760 0.461 1.229 -0.608
H -0.26027 3.91894 -0.01915 0.671 -0.312 0.793
H -0.72689 4.67409 3.53708 -0.169 0.371 -0.441
H -1.32067 3.25092 2.74857 0.216 0.305 -0.484
H -1.47070 4.79713 1.84684 0.206 0.081 0.275
```
Positions in Å, forces in eV/Å.

Calculated values
- LUMO (eV) = -3.760
- charge = +2
- ΔE to the lowest compared entry with this formula, charge and spin (kcal/mol) = 28.93
- gap between HOMO and LUMO (Ha) = 0.324

Löwdin population analysis, charges in e, atoms 1 to 4: -0.32, -0.11, -0.22, -0.18



4.
C23H40LiO2Si4Te as an isolated structure in a non-equilibrium geometry, computed with ωB97M-V/def2-TZVPD.

```
71
Properties=species:S:1:pos:R:3:forces:R:3
Li -0.14163 -1.25040 1.43972 -0.120 -0.054 -0.463
Te -0.04929 0.81481 3.42858 -0.774 0.653 0.767
C -1.41403 1.70886 5.00622 0.188 -0.116 -0.113
C -2.76791 1.99849 4.84868 -0.015 -0.061 -0.207
C -3.52828 2.51397 5.89005 -0.007 0.020 0.065
C -2.94227 2.75522 7.12549 0.013 0.004 0.065
C -1.59471 2.47925 7.30753 -0.035 -0.003 -0.009
C -0.84864 1.96261 6.25556 0.105 -0.074 -0.074
C -0.21404 2.71054 2.47785 0.104 -0.129 0.015
C -1.17033 2.95946 1.50103 -0.029 -0.142 -0.056
C -1.23962 4.20109 0.88393 0.009 0.099 -0.009
C -0.35323 5.20712 1.23999 -0.008 0.022 -0.011
C 0.60100 4.96940 2.21965 -0.030 0.009 -0.013
C 0.66256 3.72942 2.83767 0.080 -0.049 0.067
H -3.24247 1.82041 3.88767 -0.017 0.001 0.023
H -4.58230 2.72601 5.74987 0.010 -0.007 -0.057
H -3.53455 3.15149 7.94186 0.005 0.008 -0.008
H -1.12254 2.66018 8.26660 -0.023 0.019 0.004
H 0.20590 1.74849 6.40914 -0.024 0.006 0.027
H -1.85626 2.17335 1.20879 0.014 0.007 -0.027
H -1.98071 4.38887 0.11677 -0.018 -0.058 0.003
H -0.40938 6.17300 0.75328 0.025 -0.003 -0.001
H 1.30433 5.74454 2.49866 -0.022 0.017 0.008
H 1.41145 3.54330 3.59871 -0.004 0.015 -0.010
C 2.56753 1.61900 0.45874 -0.047 0.059 -0.010
O 2.62541 0.33401 1.07044 0.069 0.129 0.078
C 1.57289 -0.03658 1.82853 0.724 -0.290 -0.454
O 1.58989 -1.23648 2.14605 0.078 0.035 -0.053
H 3.49538 2.15143 0.67241 0.007 -0.049 0.003
H 1.72473 2.19543 0.83175 -0.052 -0.009 0.026
H 2.46258 1.48703 -0.61928 0.014 -0.001 0.045
C -0.12509 -0.48639 -5.08265 0.144 -0.337 0.324
Si -0.34544 -0.00702 -3.24181 -0.280 0.575 -0.297
C 0.59839 1.64870 -3.10928 0.055 -0.186 0.163
C -2.18727 0.47674 -3.12326 0.067 -0.157 0.126
Si 0.21868 -1.40931 -1.44118 0.027 -0.101 -0.211
Si -1.07676 -3.34712 -1.72083 -0.528 -0.503 0.423
C -0.64403 -4.48024 -0.23901 0.131 0.128 -0.152
C -1.18325 -4.56568 -3.19579 0.332 0.430 -0.063
C -2.89618 -2.88529 -1.35745 0.156 0.143 -0.126
Si 2.38686 -2.14732 -2.00218 0.543 -0.267 -0.061
C 2.62280 -3.03126 -3.68293 -0.335 0.130 0.090
C 3.70475 -0.76960 -2.00940 -0.270 0.126 0.074
C 3.00130 -3.39092 -0.70235 -0.193 0.059 0.062
H -0.54813 0.26434 -5.75486 -0.045 0.099 0.112
H -0.61202 -1.44185 -5.29724 0.021 -0.001 -0.018
H 0.93383 -0.59724 -5.33187 -0.015 -0.018 -0.004
H 0.32741 2.34922 -3.90382 -0.082 -0.065 -0.055
H 1.67795 1.48295 -3.17150 -0.012 0.023 0.008
H 0.39767 2.13606 -2.15092 0.003 -0.025 0.012
H -2.44774 1.31609 -3.77363 0.100 0.010 -0.057
H -2.44338 0.75321 -2.09696 -0.006 -0.007 -0.004
H -2.82378 -0.36813 -3.40074 -0.006 0.016 0.011
H 0.34142 -4.93500 -0.36228 0.005 0.013 0.045
H -1.36702 -5.28691 -0.09218 -0.074 0.025 -0.070
H -0.61068 -3.88692 0.68031 0.012 -0.076 0.034
H -0.21148 -5.03309 -3.37703 -0.016 0.003 -0.025
H -1.46916 -4.04337 -4.11289 0.009 -0.024 -0.017
H -1.91021 -5.36234 -3.02204 -0.045 0.053 0.150
H -2.93841 -2.27951 -0.44780 -0.040 0.017 -0.019
H -3.53373 -3.76105 -1.20972 0.074 -0.080 -0.022
H -3.32887 -2.28828 -2.16442 -0.014 0.009 0.030
H 2.39024 -2.35746 -4.51231 -0.005 -0.021 0.003
H 1.94402 -3.88530 -3.76178 0.008 0.014 -0.020
H 3.64274 -3.39867 -3.82530 0.050 0.048 0.120
H 3.40322 0.07228 -2.63934 0.029 -0.010 -0.008
H 4.67114 -1.12576 -2.37558 -0.040 -0.136 -0.028
H 3.84998 -0.39097 -0.99483 -0.017 -0.034 -0.034
H 2.47107 -4.34320 -0.78720 0.003 0.006 -0.007
H 2.81670 -2.99788 0.30150 0.010 0.004 -0.006
H 4.07103 -3.59981 -0.78937 0.021 0.059 -0.106
```
Positions in Å, forces in eV/Å.

Calculated values
- LUMO (eV) = 2.384
- charge = -1
- gap between HOMO and LUMO (Ha) = 0.238

Löwdin population analysis, charges in e, atoms 1 to 4: 0.44, 1.42, -0.45, -0.15